C39H34AsN2O6S5Y as an isolated structure in a non-equilibrium geometry, computed with wB97M-V/def2-TZVPD.

Structure (ORCA input):
```
! wB97M-V def2-TZVPD RIJCOSX def2/J DEFGRID3
* xyz -2 1
Y -0.029 -0.636 0.811
O -1.624 1.522 5.809
C -0.642 0.655 6.122
C -0.116 0.697 7.414
C 0.914 -0.149 7.783
C 1.446 -1.056 6.871
C 0.921 -1.100 5.591
C -0.125 -0.269 5.199
C -0.602 -0.370 3.794
O -0.053 -1.214 3.022
N -1.567 0.456 3.445
N -1.881 0.301 2.099
C -2.904 0.967 1.710
C -3.522 0.869 0.394
C -4.726 1.548 0.181
C -5.441 1.412 -0.991
C -4.947 0.543 -1.975
C -3.768 -0.146 -1.794
C -2.999 0.033 -0.620
O -1.860 -0.567 -0.491
H -1.814 1.388 4.833
H -0.521 1.429 8.100
H 1.321 -0.083 8.785
H 2.276 -1.694 7.145
H 1.328 -1.763 4.837
H -3.400 1.606 2.446
H -5.099 2.185 0.977
H -6.366 1.953 -1.141
H -5.496 0.408 -2.901
H -3.362 -0.820 -2.541
S -1.101 -2.793 -3.276
C -0.538 -1.488 -4.291
C -0.842 -1.551 -5.678
C -0.468 -0.587 -6.582
C 0.248 0.533 -6.155
C 0.553 0.632 -4.814
C 0.181 -0.350 -3.884
As 0.720 0.062 -2.046
C 2.646 0.369 -2.341
C 3.298 -0.203 -3.431
C 4.675 -0.083 -3.576
C 5.416 0.613 -2.630
C 4.776 1.163 -1.529
C 3.402 1.028 -1.374
C 0.028 1.921 -2.100
C -1.317 2.063 -2.431
C -1.919 3.312 -2.427
C -1.172 4.439 -2.112
C 0.173 4.307 -1.803
C 0.768 3.050 -1.785
H -1.400 -2.418 -6.009
H -0.733 -0.705 -7.627
H 0.548 1.313 -6.845
H 1.098 1.504 -4.470
H 2.731 -0.746 -4.178
H 5.160 -0.540 -4.430
H 6.489 0.709 -2.743
H 5.344 1.673 -0.761
H 2.925 1.403 -0.472
H -1.904 1.193 -2.699
H -2.974 3.391 -2.660
H -1.641 5.416 -2.091
H 0.764 5.175 -1.543
H 1.808 2.965 -1.503
O 3.960 2.221 5.748
C 3.439 1.828 4.728
S 3.844 0.312 3.927
C 2.717 0.436 2.589
C 1.941 1.534 2.563
S 0.774 1.961 1.306
S 2.137 2.670 3.888
S 2.678 -0.891 1.451
C -2.730 -2.816 1.161
O -1.318 -2.923 1.078
C -0.902 -3.939 0.171
C 0.579 -4.084 0.364
O 1.265 -2.911 -0.051
C 1.999 -3.038 -1.266
H -3.142 -3.765 1.525
H -3.154 -2.571 0.186
H -2.954 -2.019 1.866
H -1.146 -3.637 -0.853
H -1.415 -4.882 0.412
H 0.962 -4.956 -0.177
H 0.789 -4.203 1.432
H 2.600 -3.953 -1.222
H 2.674 -2.185 -1.312
H 1.322 -3.064 -2.128
*
```

Properties
HOMO: -1.7 eV
energy relative to the best compared isomer or geometry (same formula, charge and spin): 9.8 kcal/mol
orbital gap: 6.0 eV

***

C39H34ClN3SSi2W as an isolated structure in a non-equilibrium geometry, computed with wB97M-V/def2-TZVPD.

Structure (ORCA input):
```
! wB97M-V def2-TZVPD RIJCOSX def2/J DEFGRID3
* xyz 2 3
C -1.022 1.781 4.501
C 0.162 1.561 3.734
C 0.013 2.216 2.482
H 1.068 1.072 4.091
C -1.279 2.844 2.460
C -1.908 2.600 3.725
H -2.846 3.032 4.072
H -1.156 1.529 5.551
H 0.761 2.300 1.703
H -1.674 3.482 1.677
W -1.551 0.652 2.642
Si 1.685 0.605 -3.425
C 2.364 -0.886 -4.363
C 1.516 -1.648 -5.182
H 0.516 -1.277 -5.420
C 1.933 -2.892 -5.662
H 1.255 -3.498 -6.268
C 3.221 -3.359 -5.372
H 3.551 -4.330 -5.746
C 4.096 -2.566 -4.617
H 5.109 -2.921 -4.413
C 3.676 -1.328 -4.130
H 4.350 -0.702 -3.542
C 0.672 1.550 -4.681
C 1.330 2.162 -5.765
H 2.417 2.079 -5.861
C 0.598 2.876 -6.720
H 1.119 3.345 -7.557
C -0.794 2.985 -6.606
H -1.365 3.550 -7.345
C -1.453 2.362 -5.540
H -2.539 2.436 -5.443
C -0.728 1.633 -4.592
H -1.246 1.122 -3.774
H 2.853 1.406 -3.027
Si 0.380 -0.923 -1.715
C 0.066 0.860 -1.156
C 1.129 1.788 -0.961
H 2.170 1.444 -0.916
C 0.887 3.165 -0.881
H 1.736 3.855 -0.848
C -0.424 3.645 -0.883
H -0.606 4.719 -0.828
C -1.492 2.740 -0.968
H -2.520 3.114 -0.979
C -1.249 1.365 -1.063
H -2.082 0.656 -1.083
C 1.896 -1.556 -0.794
C 2.525 -0.850 0.254
H 2.168 0.127 0.576
C 3.632 -1.385 0.908
H 4.087 -0.834 1.737
C 4.160 -2.612 0.505
H 5.022 -3.024 1.032
C 3.589 -3.296 -0.579
H 4.034 -4.231 -0.928
C 2.462 -2.775 -1.216
H 2.042 -3.302 -2.080
H -0.752 -1.779 -1.284
Cl -0.249 -1.050 1.771
N -3.710 -1.864 5.177
C -2.489 -2.213 5.766
C -2.193 -3.081 6.813
C -0.840 -3.159 7.193
C 0.161 -2.415 6.538
C -0.162 -1.554 5.475
C -1.512 -1.463 5.131
N -2.163 -0.673 4.154
C -3.490 -0.947 4.193
C -4.332 -0.196 3.318
C -5.692 -0.048 3.186
S -6.086 1.241 2.096
C -4.419 1.563 1.816
N -3.611 0.687 2.493
H -4.620 -2.235 5.431
H -2.986 -3.649 7.304
H -0.545 -3.809 8.024
H 1.199 -2.509 6.866
H 0.579 -0.990 4.912
H -6.392 -0.674 3.718
H -4.009 2.350 1.191
*
```

Properties
expectation value of S²: 2.0187
HOMO (spin up / spin down): -11.3 / -11.4 eV
energy relative to the best compared isomer or geometry (same formula, charge and spin): 16.6 kcal/mol
orbital gap (spin up / spin down): 3.8 / 3.6 eV

***

C39H35BIInN10O6S3 as an isolated structure, computed with wB97M-V/def2-TZVPD.

Structure (ORCA input):
```
! wB97M-V def2-TZVPD RIJCOSX def2/J DEFGRID3
* xyz -2 1
In -0.158 -1.026 -0.844
C -2.484 -4.335 1.198
C -2.315 -3.152 0.475
N -1.042 -2.782 0.478
N -0.366 -3.698 1.197
C -1.213 -4.639 1.639
B 1.089 -3.561 1.705
N 2.042 -3.020 0.636
C 3.360 -3.297 0.595
C 3.994 -2.353 -0.178
C 2.965 -1.495 -0.573
N 1.811 -1.892 -0.067
N 1.092 -2.656 2.960
C 1.463 -2.980 4.213
C 1.318 -1.857 5.002
C 0.848 -0.878 4.106
N 0.720 -1.368 2.884
H -3.393 -4.885 1.368
H -3.044 -2.541 -0.031
H -0.847 -5.451 2.245
H 1.467 -4.656 2.052
H 3.744 -4.155 1.121
H 5.025 -2.320 -0.480
H 2.996 -0.648 -1.240
H 1.797 -3.977 4.448
H 1.521 -1.759 6.056
H 0.594 0.154 4.298
O 0.413 1.547 -4.134
C 0.722 1.175 -3.003
O 0.646 -0.037 -2.600
C 1.342 2.210 -2.071
C 2.004 3.256 -2.719
C 2.667 4.257 -2.036
C 2.663 4.226 -0.646
C 2.004 3.211 0.015
C 1.322 2.182 -0.664
S 0.494 1.060 0.413
H 1.974 3.248 -3.801
H 3.183 5.044 -2.574
H 3.184 4.988 -0.075
H 2.013 3.177 1.098
C -0.038 3.456 3.528
O -1.225 3.552 4.331
C -2.090 4.549 4.020
C -2.279 5.556 4.960
C -3.154 6.605 4.731
C -3.860 6.655 3.537
C -3.712 5.636 2.613
C -2.852 4.561 2.839
N -2.760 3.573 1.842
C -2.600 2.227 1.937
C -2.796 1.377 2.983
C -3.369 1.679 4.270
C -3.568 0.701 5.175
C -3.182 -0.664 4.883
C -2.639 -1.024 3.707
C -2.399 -0.024 2.663
O -1.892 -0.288 1.583
H 0.306 2.427 3.578
H 0.720 4.136 3.926
H -0.228 3.696 2.484
H -1.698 5.496 5.871
H -3.273 7.382 5.474
H -4.542 7.470 3.334
H -4.293 5.641 1.698
H -2.739 3.924 0.898
H -2.261 1.762 1.014
H -3.649 2.698 4.509
H -4.004 0.930 6.139
H -3.331 -1.415 5.652
H -2.330 -2.039 3.489
N 1.077 -0.015 -8.631
C 1.605 -0.752 -7.552
C 2.153 -2.015 -7.759
C 2.666 -2.739 -6.691
C 2.655 -2.192 -5.420
C 2.110 -0.930 -5.207
C 1.588 -0.214 -6.266
S 3.243 -3.112 -4.019
O 4.467 -2.494 -3.569
O 3.321 -4.495 -4.460
N 2.134 -2.837 -2.931
C 0.903 -3.297 -3.069
S 0.403 -4.559 -4.208
C -1.233 -4.382 -3.677
C -1.303 -3.445 -2.716
N -0.123 -2.836 -2.364
H 0.709 -0.602 -9.364
H 0.382 0.654 -8.334
H 2.152 -2.442 -8.757
H 3.056 -3.738 -6.829
H 2.032 -0.542 -4.197
H 1.112 0.741 -6.072
H -2.039 -4.955 -4.101
H -2.212 -3.119 -2.236
I -2.741 -0.234 -1.709
*
```

Properties
HOMO: -2.5 eV
energy relative to the best compared isomer or geometry (same formula, charge and spin): 0.0 kcal/mol
orbital gap: 6.1 eV

***

C39H35BIrN6O2PS2 as an isolated structure, computed with wB97M-V/def2-TZVPD.

Structure (ORCA input):
```
! wB97M-V def2-TZVPD RIJCOSX def2/J DEFGRID3
* xyz 1 2
Ir 0.472 0.770 0.445
C 5.726 -4.581 -2.183
C 5.112 -3.230 -1.954
C 5.900 -2.086 -1.875
C 5.332 -0.839 -1.662
C 3.957 -0.742 -1.532
C 3.144 -1.868 -1.622
C 3.727 -3.102 -1.827
S 3.222 0.819 -1.218
O 4.247 1.822 -1.254
O 2.087 0.968 -2.125
N 2.536 0.739 0.246
C 3.293 0.622 1.409
C 4.656 0.583 1.575
C 5.202 0.431 2.869
C 4.420 0.322 3.985
C 3.014 0.373 3.850
C 2.095 0.272 4.916
C 0.749 0.329 4.672
C 0.293 0.498 3.358
N 1.136 0.602 2.350
C 2.482 0.530 2.561
H 6.813 -4.530 -2.182
H 5.406 -4.990 -3.143
H 5.413 -5.284 -1.410
H 6.974 -2.170 -1.982
H 5.944 0.052 -1.612
H 2.071 -1.778 -1.526
H 3.097 -3.981 -1.885
H 5.318 0.685 0.729
H 6.278 0.402 2.968
H 4.857 0.203 4.967
H 2.466 0.145 5.925
H 0.025 0.248 5.468
H -0.762 0.546 3.120
S 0.428 3.109 0.741
C 0.143 3.797 -0.803
N 0.526 3.175 -1.942
C 0.314 3.715 -3.156
C -0.295 4.933 -3.252
C -0.638 5.546 -2.041
N -0.443 4.996 -0.859
H 1.062 2.283 -1.899
H 0.667 3.135 -3.997
H -0.479 5.401 -4.205
H -1.100 6.526 -2.038
B -0.276 -3.871 0.039
C 0.181 -2.381 0.224
N 0.462 -1.268 0.358
H -1.404 -3.787 -0.411
H 0.478 -4.395 -0.746
H -0.257 -4.388 1.132
N -1.221 0.754 -0.226
P -2.766 0.269 -0.124
C -3.742 1.722 -0.499
C -3.354 2.936 0.071
C -4.047 4.093 -0.239
C -5.132 4.037 -1.109
C -5.520 2.829 -1.671
C -4.823 1.665 -1.374
C -3.084 -0.322 1.539
C -2.658 -1.613 1.860
C -2.745 -2.056 3.170
C -3.262 -1.221 4.153
C -3.700 0.058 3.831
C -3.610 0.513 2.523
C -3.086 -1.053 -1.275
C -4.212 -1.861 -1.120
C -4.448 -2.881 -2.026
C -3.560 -3.098 -3.072
C -2.436 -2.298 -3.219
C -2.193 -1.272 -2.321
H -2.499 2.975 0.738
H -3.743 5.035 0.197
H -5.676 4.941 -1.349
H -6.362 2.792 -2.348
H -5.110 0.726 -1.829
H -2.270 -2.278 1.096
H -2.413 -3.055 3.416
H -3.340 -1.574 5.173
H -4.120 0.699 4.595
H -3.956 1.508 2.273
H -4.890 -1.707 -0.289
H -5.314 -3.517 -1.906
H -3.738 -3.907 -3.767
H -1.738 -2.486 -4.023
H -1.305 -0.659 -2.414
*
```

Properties
expectation value of S²: 0.7572
HOMO (spin up / spin down): -10.4 / -10.5 eV
energy relative to the best compared isomer or geometry (same formula, charge and spin): 0.0 kcal/mol
orbital gap (spin up / spin down): 7.3 / 6.1 eV

***

C39H35ClN7OsP as an isolated structure, computed with wB97M-V/def2-TZVPD.

Structure (ORCA input):
```
! wB97M-V def2-TZVPD RIJCOSX def2/J DEFGRID3
* xyz 4 5
Os 0.424 -1.377 -0.129
C 3.163 -1.858 1.003
N 2.533 -1.312 -0.236
C 2.915 -1.977 -1.522
C 1.930 -1.479 -2.537
N 0.708 -1.052 -2.163
C 0.070 -0.636 -3.346
C -1.191 -0.088 -3.572
C -1.528 0.194 -4.882
C -0.643 -0.048 -5.945
C 0.613 -0.578 -5.731
C 0.941 -0.863 -4.412
N 2.106 -1.386 -3.845
C 2.168 -1.717 2.109
N 0.856 -1.570 1.861
C 0.208 -1.616 3.108
C -1.141 -1.593 3.454
C -1.443 -1.693 4.798
C -0.444 -1.812 5.778
C 0.895 -1.858 5.443
C 1.188 -1.766 4.089
N 2.407 -1.825 3.407
H 4.098 -1.343 1.225
H 3.395 -2.915 0.844
H 2.812 -0.332 -0.316
H 2.824 -3.059 -1.393
H 3.944 -1.748 -1.802
H -1.881 0.116 -2.765
H -2.501 0.614 -5.101
H -0.953 0.186 -6.955
H 1.298 -0.764 -6.548
H 2.943 -1.647 -4.353
H -1.928 -1.531 2.718
H -2.480 -1.695 5.108
H -0.732 -1.894 6.817
H 1.664 -1.981 6.194
H 3.314 -1.961 3.836
Cl -1.782 -0.273 0.414
C -2.443 1.119 -0.480
C -3.722 0.953 -0.961
C -4.343 2.029 -1.592
C -3.678 3.239 -1.723
C -2.395 3.389 -1.219
C -1.743 2.329 -0.570
P -0.092 2.577 0.040
C 0.114 2.243 1.766
C 1.418 2.095 2.264
C 1.612 1.890 3.619
C 0.516 1.825 4.475
C -0.777 1.963 3.982
C -0.986 2.171 2.629
C 0.709 4.008 -0.575
C 1.285 4.926 0.323
C 1.903 6.056 -0.177
C 1.961 6.270 -1.551
C 1.403 5.353 -2.443
C 0.782 4.219 -1.966
H -4.240 0.010 -0.839
H -5.353 1.915 -1.965
H -4.166 4.079 -2.200
H -1.896 4.346 -1.300
H 2.271 2.194 1.600
H 2.616 1.822 4.017
H 0.672 1.694 5.538
H -1.621 1.942 4.658
H -1.992 2.321 2.255
H 1.212 4.777 1.392
H 2.327 6.781 0.505
H 2.441 7.161 -1.934
H 1.456 5.534 -3.508
H 0.349 3.505 -2.657
N -2.060 -2.869 -1.872
C -1.515 -3.751 -1.009
C -2.071 -5.042 -0.901
C -1.541 -5.944 -0.027
C -0.441 -5.570 0.768
C 0.040 -4.308 0.651
N -0.473 -3.374 -0.222
H -2.753 -3.214 -2.518
H -1.561 -2.051 -2.172
H -2.914 -5.295 -1.530
H -1.960 -6.939 0.052
H 0.010 -6.260 1.466
H 0.867 -3.983 1.263
*
```

Properties
expectation value of S²: 6.0288
HOMO (spin up / spin down): -18.1 / -18.8 eV
energy relative to the best compared isomer or geometry (same formula, charge and spin): 1.6 kcal/mol
orbital gap (spin up / spin down): 7.2 / 5.8 eV

***

Number 1: E_tot -6332.839850 a.u.. Number 2: E_tot -3174.712690 a.u.. Number 3: E_tot -4213.691794 a.u.. Number 4: E_tot -3252.931501 a.u.. Number 5: E_tot -2781.318021 a.u..